1.
Computed, not measured: a molecular structure, C51H56CrN3O2P2 at a distorted geometry, with ωB97M-V with the def2-TZVPD basis set.

The geometry in XYZ format:
```
115
Properties=species:S:1:pos:R:3
Cr 1.35053 4.47148 0.07444
P -0.17155 -8.46822 -0.92152
P -0.68679 -6.78428 -3.85932
O 0.27896 5.61435 -1.66080
O 2.79063 4.12363 1.25998
N 0.59728 5.90158 1.52724
N -3.25082 -7.56115 -3.37243
N -2.69023 -8.90741 -1.01600
C -0.16155 8.08993 -3.70308
C -4.87499 -9.04905 5.03087
C 1.13035 -9.02059 -4.07680
C 0.62897 9.14322 -0.70162
C -6.52162 -8.33784 -1.74373
C -0.29130 8.15287 1.86817
C 4.60688 0.29505 3.93385
C 0.37377 8.26419 3.05354
C -2.81947 -8.60648 3.61895
C -0.99698 7.49376 -2.69893
C -4.83129 -9.32856 -0.37269
C 3.53963 2.90996 3.26905
C -1.95049 8.33280 -5.24884
C 1.12498 7.18185 3.42689
C 4.88608 2.65463 3.52300
C 1.66877 4.65605 3.26592
C -2.86286 7.76381 -4.23667
C -3.54126 -8.47580 4.91329
C 5.46256 6.32930 4.75397
C -0.30025 6.88050 1.15231
C -6.22141 -9.20002 -0.66065
C 3.24901 0.50795 3.77557
C -5.65916 -7.75374 -2.60268
C 4.43671 6.14771 2.08162
C 5.40783 1.41310 3.94797
C 0.93179 7.87218 -1.14437
C -2.30488 7.39926 -2.87995
C 5.98549 7.22386 3.75021
C -2.08590 -7.62441 -2.93903
C -0.66584 8.58271 -4.95491
C 3.28335 8.16939 -0.70726
C 2.72739 1.76269 3.46666
C 4.54447 5.34425 4.37290
C 0.07477 -8.20291 -4.82205
C 2.22694 7.39342 -1.23000
C 4.09187 5.21370 3.01461
C -1.16710 -9.04008 -5.28669
C -3.90497 -8.78890 -1.30023
C -4.30053 -8.06979 -2.46811
C 1.70179 9.83675 -0.09596
C -1.72253 -8.24477 -1.68343
C -0.62393 -9.18126 0.73355
C -3.00562 -7.58528 5.79446
C 1.20196 5.98497 2.66053
C 5.42543 7.17066 2.44860
C -0.18106 6.90211 -1.48057
C 3.01081 4.23576 2.60667
C 2.97164 9.34799 -0.03819
C 0.69677 -7.48963 -6.02191
C -1.89762 -5.86879 -5.14259
C -0.98895 6.93987 -0.17319
H -2.55568 -6.48696 -5.70153
H 6.64452 8.12183 4.05727
H -3.23377 -7.30347 6.88847
H -4.34630 -9.74643 0.52079
H 5.63754 3.40302 3.32956
H -3.62623 8.43062 -3.93968
H 1.72719 4.73419 4.45225
H -1.60580 6.02114 -0.18940
H -6.28452 -7.21074 -3.45502
H -3.07843 -9.81442 3.46203
H 0.09402 -6.68363 -6.41470
H 0.94534 8.17614 -3.60457
H 1.60629 -7.01296 -5.70609
H -1.20458 8.83008 1.52307
H -1.27775 -5.21007 -5.73474
H 0.41924 9.08887 3.80559
H 0.89941 -10.11085 -4.26556
H 5.04509 -0.67091 4.29845
H 2.08895 -8.87066 -4.49599
H -4.98645 -10.16028 5.25516
H 1.08208 -8.71863 -3.02716
H -3.10710 7.01188 -2.20930
H 5.91423 6.29261 5.77222
H -2.46858 -5.33142 -4.40649
H 5.58176 7.89142 1.73461
H -1.94321 -8.35933 -5.67882
H 2.60289 -0.36544 3.86285
H -1.91252 -8.27894 3.52653
H 0.34368 -9.69708 0.97766
H -3.12848 6.83332 -4.81288
H 4.23340 7.93046 -1.10892
H 3.82229 6.13805 1.10200
H 1.73498 7.05561 4.25767
H 4.30345 4.64004 5.20341
H -1.72175 7.80084 -0.20999
H 1.49260 10.83720 0.08158
H -1.38416 -10.01330 0.64058
H -1.57338 -9.71896 -4.49651
H 3.77658 9.94609 0.28667
H -2.00318 -7.24131 5.59982
H -6.98730 -9.59857 0.00479
H -5.19520 -9.00216 6.09159
H 1.03235 -8.18662 -6.82380
H -3.02849 -8.42292 2.53609
H 0.23114 9.02666 -5.74060
H 0.85429 3.96991 3.08646
H -5.55256 -8.67627 4.42610
H -7.46032 -7.93061 -1.99553
H 6.51208 1.30674 4.06405
H -2.58087 8.47498 -6.12493
H 2.31438 6.40621 -1.72721
H 2.10075 3.02440 -1.06070
H -1.01133 -8.55388 1.52588
H 1.66774 1.86284 3.27479
H -0.27873 9.72830 -0.67738
H -0.89796 -9.72499 -6.12111
```

Results
- frontier orbital gap (spin up / spin down) (hartree) = 0.05828 / 0.11793
- HOMO energy (spin up / spin down) (Ha) = -0.092 / -0.092
- net charge = -1
- <S²> = 6.389
- 2S+1 = 5

***

2.
Computed, not measured: a molecular structure, C5H13NO4S at a distorted geometry, with ωB97M-V with the def2-TZVPD basis set.

The geometry in XYZ format:
```
24
Properties=species:S:1:pos:R:3
S -0.09648 0.94956 -1.69630
O -1.32422 -1.62744 -0.42391
O -0.64938 -0.16788 -2.44834
O 1.56473 0.77908 -2.12844
O -0.47297 2.31719 -2.05124
N 1.10083 -1.82823 -0.29393
C -0.21844 -1.80247 1.76062
C -1.52971 1.20487 0.56202
C -0.14511 -1.31762 0.18215
C -0.18306 0.63130 0.08778
C 1.08753 1.26302 0.71168
H -0.19920 -2.82628 1.92895
H -1.28431 -1.56694 2.09443
H 1.12010 2.32907 0.50745
H -1.21320 -1.53747 -1.37138
H -1.64785 2.19624 -0.04900
H 1.71855 1.54466 -2.73028
H 1.93209 0.71629 0.24929
H 1.04892 1.13012 1.83769
H -1.42230 1.56389 1.57897
H 1.86958 -1.23678 -0.02145
H 0.42039 -1.19236 2.45746
H -2.42237 0.40948 0.48530
H 0.94587 -1.93125 -1.22954
```

Results
- relative energy (zero: lowest compared OMol25 entry of this formula, charge and spin) (kJ/mol) = 196.7
- frontier orbital gap (hartree) = 0.35048
- HOMO energy (Ha) = -0.331
- net charge = 0
- 2S+1 = 1

***

3.
Computed, not measured: 2 unconnected molecules or ions with the total composition C4H14N3, with ωB97M-V with the def2-TZVPD basis set.

The geometry in XYZ format:
```
21
Properties=species:S:1:pos:R:3
N 1.36370 -2.58034 -1.32922
N 0.52824 -0.61428 -0.43255
N -0.13861 -1.31439 -2.51729
C -0.91937 2.64452 1.29657
C 0.58066 -1.51350 -1.41007
C -1.86347 1.45179 1.43840
C 1.53911 -0.43644 0.62452
H 1.60891 -3.17522 -2.10444
H -1.49441 3.47302 0.88963
H -0.78140 -0.54184 -2.59423
H -1.28353 0.52476 1.49668
H -2.50617 1.56480 2.29026
H -0.40121 -2.12152 -3.06489
H 1.84328 -2.78843 -0.47921
H -0.52828 3.02339 2.24070
H 2.32065 0.19840 0.25431
H -0.07031 2.40359 0.66128
H 1.07948 0.03685 1.48329
H 2.00976 -1.36923 0.86886
H -2.53068 1.35351 0.59054
H -0.35635 -0.21945 -0.20316
```

Results
- relative energy (zero: lowest compared OMol25 entry of this formula, charge and spin) (kJ/mol) = 26.9
- frontier orbital gap (hartree) = 0.43207
- HOMO energy (Ha) = -0.544
- net charge = +1
- 2S+1 = 1

***

4.
Computed, not measured: 4 unconnected molecules or ions with the total composition C45H36BFN3O9S2 at a distorted geometry, with ωB97M-V with the def2-TZVPD basis set.

The geometry in XYZ format:
```
97
Properties=species:S:1:pos:R:3
S 0.97098 -0.26431 -0.86386
S 2.48540 0.31784 -2.27357
F -0.38521 -0.98928 -1.65616
O -3.27476 -8.26532 -2.93039
O -1.65539 3.02485 6.82894
O 1.59041 -1.27541 0.17394
O 0.89409 -4.94572 -2.59972
O -0.78650 5.48822 -1.81007
O -6.00775 4.70533 -1.01389
O 2.94140 1.36956 4.67538
O 4.69640 2.15144 -2.01419
O 0.47362 1.02348 -0.15685
N 4.98974 -1.84362 -1.02746
N 5.04237 -2.98106 -3.17456
N 5.76321 -0.66003 -3.15520
C -3.68594 -4.81114 -0.59593
C -1.72069 2.85963 -1.98171
C -0.60242 2.61869 6.35095
C -3.14147 8.79541 -0.77928
C -3.91328 3.73978 -1.45556
C 1.24256 -7.28533 -4.09024
C -0.60276 1.83986 5.09661
C -4.80554 4.88081 -1.16917
C -4.51345 8.60018 -0.62254
C -2.31432 7.71662 -1.09598
C -0.05303 -5.72057 -2.65270
C 1.87969 2.44559 6.47234
C -1.30766 -5.41944 -1.93487
C -2.40296 -6.27575 -2.03715
C -2.55353 3.94620 -1.68326
C -2.58432 -3.96430 -0.47682
C -1.03241 -7.85304 -3.49176
C 0.59889 1.43115 4.51943
C 3.18585 -1.28131 -2.90390
C 0.68151 2.89544 7.02497
C -1.39694 -4.26349 -1.14833
C -2.24824 1.56849 -2.03185
C -0.91056 -9.06000 -4.19095
C -1.97931 5.30350 -1.59730
C 3.71180 1.48394 0.38458
C -2.85924 6.43544 -1.24463
C -4.22731 6.23603 -1.06371
C -0.62478 0.40611 2.69798
C 0.69024 3.60250 8.23465
C 1.89600 3.83956 8.89630
C 1.88520 1.72513 5.18355
C 1.35880 -8.48594 -4.79217
C 0.04765 -6.97349 -3.42867
C -5.05840 7.32311 -0.76329
C 0.58842 0.72247 3.31097
C 4.73515 -1.61767 -2.51658
C -3.60456 1.35866 -1.78440
C -1.82756 0.79361 3.28805
C 0.28671 -9.37691 -4.83468
C 3.08802 2.68008 7.14151
C 3.09306 3.37244 8.35433
C -4.43909 2.44197 -1.50099
C -2.30852 -7.51813 -2.82894
C -3.59801 -5.96625 -1.37428
C -1.81863 1.51504 4.48292
B 3.67513 1.34502 -1.26113
H 6.55358 -1.19858 -3.57427
H -0.63139 -0.14816 1.76200
H 4.02737 2.32151 6.72360
H -5.49754 2.26986 -1.31213
H 4.85578 1.61058 0.68188
H 1.90038 4.38521 9.83739
H 2.52385 -2.16685 -2.45398
H 3.06382 -1.39375 -4.08619
H 4.03188 3.54885 8.87487
H 2.08546 -6.59726 -4.05679
H -2.76135 1.81871 4.93510
H -0.65990 3.01517 -2.17118
H 1.52314 0.41190 2.84742
H 4.10787 2.72713 -2.61883
H -1.74504 -9.75806 -4.23278
H 5.30070 -0.05511 -3.88008
H 3.26827 0.56541 0.95807
H -1.24490 7.87748 -1.22197
H -4.01393 0.35118 -1.81402
H 4.26519 -3.65712 -3.00306
H 2.28881 -8.72870 -5.30156
H -1.59932 0.72566 -2.25978
H -0.54249 -3.59538 -1.05260
H -4.61331 -4.57457 -0.07880
H 5.97116 -3.34163 -2.86449
H 5.77710 -2.50738 -0.86036
H -4.46061 -6.62518 -1.45864
H -0.24088 3.96596 8.66628
H -6.12942 7.17735 -0.63407
H -5.15945 9.44249 -0.38479
H -2.71499 9.78857 -0.65705
H 0.38164 -10.31839 -5.37113
H 3.19031 2.50701 0.65372
H 4.07374 -2.21667 -0.65493
H -2.64977 -3.06893 0.13759
H -2.77349 0.53600 2.81683
```

Results
- frontier orbital gap (hartree) = 0.16094
- HOMO energy (Ha) = -0.413
- net charge = +1
- 2S+1 = 1

***

Q: Look up the 2S+1 of the fourth one.
A: 1